{
  "formula": "C2H4BrNO3",
  "method": "the ωB97M-V functional and the def2-TZVPD basis",
  "elements": ["O", "N", "O", "O", "H", "C", "C", "Br", "H", "H", "H"],
  "positions_angstrom": [[-0.5557, 2.7928, 1.1232], [-0.2485, 1.7496, 0.7768], [0.6156, 0.9467, 1.0028], [-1.1544, 1.2552, -0.2892], [-1.0354, 0.1795, -0.3633], [-0.0325, -1.0610, -1.0076], [0.6060, -1.3711, 0.1698], [2.4707, -1.1282, 0.5180], [-1.1483, -1.1259, -1.1166], [0.4110, -0.5995, -1.8595], [0.0716, -1.6382, 1.0456]],
  "atomic_forces_ev_per_a": [[0.064, 3.043, 1.739], [-1.251, -4.631, -3.788], [0.351, 1.782, 1.548], [0.104, -1.626, 0.744], [0.264, 3.656, 0.626], [0.284, -1.205, 2.149], [-0.522, 0.696, -2.991], [-0.655, -0.517, -0.503], [1.015, -0.736, 0.279], [0.678, 0.007, -0.347], [-0.332, -0.468, 0.543]],
  "lowdin_charge": [0.194, -0.428, -0.027, -0.024, 0.077, -0.111, -0.602, 0.715, 0.093, 0.069, 0.044],
  "gap_ev": 10.250,
  "smiles": "O=[N+]([O-])O.C=CBr",
  "e_homo_ev": -9.88,
  "charge": 0
}



{
  "formula": "C2H4BrP",
  "method": "the ωB97M-V functional and the def2-TZVPD basis",
  "elements": ["Br", "C", "C", "P", "H", "H", "H", "H"],
  "positions_angstrom": [[-1.3094, 2.0500, 0.0310], [-0.5120, 0.3312, 0.3963], [0.0483, -0.4915, -0.6724], [1.4976, 0.3452, 0.1158], [-1.0466, 0.0298, 1.2368], [-0.1063, -1.5764, -0.6088], [-0.3212, -0.0534, -1.5378], [1.7496, -0.6349, 1.0390]],
  "atomic_forces_ev_per_a": [[0.004, -0.077, -0.467], [2.325, 1.432, -0.098], [-0.735, -1.014, 0.922], [-1.907, 0.927, -0.145], [-0.063, -1.124, 1.387], [0.175, 0.483, -0.023], [0.124, 0.283, -2.229], [0.077, -0.910, 0.653]],
  "lowdin_charge": [0.581, -0.887, -0.528, 0.857, 0.006, 0.085, 0.024, -0.139],
  "gap_ev": 9.883,
  "smiles": "Br[C@H]1CP1",
  "e_homo_ev": -9.10,
  "charge": 0
}



{
  "formula": "C2H4BrP",
  "method": "the ωB97M-V functional and the def2-TZVPD basis",
  "elements": ["C", "C", "P", "Br", "H", "H", "H", "H"],
  "positions_angstrom": [[0.5487, 0.7451, 0.1127], [-0.3583, -0.2650, 0.4959], [1.1351, -1.1118, -0.0152], [-1.3162, -0.4287, 2.2077], [0.4100, 1.0829, -0.8995], [0.8930, 1.5104, 0.9409], [-2.2193, -0.4023, -1.3757], [0.9069, -1.1305, -1.4669]],
  "atomic_forces_ev_per_a": [[0.986, 1.601, 1.904], [-2.179, -1.125, 0.851], [0.303, 0.356, -0.481], [1.005, 0.193, -1.473], [0.111, 0.626, -0.085], [-0.345, -1.585, -1.961], [0.225, 0.013, 0.259], [-0.107, -0.079, 0.987]],
  "lowdin_charge": [-0.452, -1.083, 0.820, 0.534, 0.042, 0.115, 0.100, -0.076],
  "gap_ev": [7.896, 9.292],
  "e_homo_ev": [-8.29, -10.08],
  "charge": 0
}



{
  "formula": "C2H4Cl2N2",
  "method": "the ωB97M-V functional and the def2-TZVPD basis",
  "elements": ["H", "N", "C", "C", "Cl", "N", "Cl", "H", "H", "H"],
  "positions_angstrom": [[-0.5424, -1.2793, 1.9744], [-0.0487, -1.2606, 1.1238], [-0.0744, -0.3569, 0.3016], [0.5197, -0.4348, -1.0969], [-0.7472, -0.4038, -2.3711], [-0.7608, 1.0422, 0.4872], [-0.0466, 1.7971, 1.9185], [1.0777, -1.3029, -0.9268], [1.1466, 0.4826, -1.1594], [-0.5237, 1.7163, -0.2513]],
  "atomic_forces_ev_per_a": [[-0.505, 0.820, 1.238], [0.788, -1.781, -0.913], [-1.965, 4.201, -1.218], [-0.509, 1.918, 1.690], [0.730, -0.259, 0.553], [1.087, -1.475, 0.780], [-0.414, -0.240, -0.369], [0.986, -1.597, -1.325], [-0.225, -0.861, -0.570], [0.027, -0.725, 0.135]],
  "lowdin_charge": [0.054, 0.176, -0.551, -0.532, 0.568, -0.392, 0.503, 0.056, 0.088, 0.030],
  "gap_ev": 10.080,
  "smiles": "[H]/N=C(/CCl)NCl",
  "e_homo_ev": -9.72,
  "charge": 0
}



{
  "formula": "C2H4Cl2N2",
  "method": "the ωB97M-V functional and the def2-TZVPD basis",
  "elements": ["C", "C", "N", "N", "Cl", "Cl", "H", "H", "H", "H"],
  "positions_angstrom": [[0.1070, 0.2163, 0.5903], [-0.4635, -0.3303, -0.4630], [2.0676, 0.4329, 0.3205], [-1.7630, -0.6974, -0.5866], [-0.3931, 0.5700, 2.1388], [0.5309, -0.7528, -1.7892], [2.1835, 1.3806, -0.0334], [2.2006, 0.5033, 1.3309], [-2.1089, -1.0893, -1.4328], [-2.3611, -0.2332, -0.0755]],
  "atomic_forces_ev_per_a": [[5.366, 0.878, -1.151], [0.387, -0.356, -0.116], [-4.116, -0.798, 1.305], [2.791, -2.659, -2.473], [-0.535, 0.107, 0.409], [-0.075, -0.151, -0.675], [-0.424, 0.169, 0.040], [0.372, 0.117, -0.116], [0.135, -0.082, -0.439], [-3.901, 2.775, 3.216]],
  "lowdin_charge": [-0.690, -0.874, -0.001, 0.081, 0.679, 0.715, 0.002, -0.019, 0.087, 0.020],
  "gap_ev": 9.149,
  "e_homo_ev": -8.44,
  "charge": 0
}



{
  "formula": "C2H4Cl2OS",
  "method": "the ωB97M-V functional and the def2-TZVPD basis",
  "elements": ["C", "C", "O", "S", "Cl", "Cl", "H", "H", "H", "H"],
  "positions_angstrom": [[-0.7585, 0.3097, 0.7286], [0.7076, 0.0964, 0.4726], [0.7513, 2.1454, -1.0091], [1.6251, 1.1059, -0.4753], [1.6938, -1.0763, 1.2265], [-0.2741, -2.0679, -1.1213], [-0.8569, 1.0783, 1.5628], [-1.1435, 0.5046, -0.2571], [-1.2673, -0.6204, 1.1659], [-0.4775, -1.4758, -2.2937]],
  "atomic_forces_ev_per_a": [[0.414, -1.286, 2.203], [1.238, 1.230, -0.326], [-0.373, 1.011, -0.779], [-1.015, -1.343, 1.245], [-0.077, -0.530, 0.570], [-0.389, 0.009, -1.776], [-0.149, -0.408, -1.556], [-0.775, 0.784, 0.072], [0.943, 1.159, -0.836], [0.184, -0.625, 1.183]],
  "lowdin_charge": [-0.197, -1.156, -0.581, 0.866, 0.594, 0.370, 0.113, 0.047, 0.088, -0.145],
  "gap_ev": [8.640, 8.641],
  "e_homo_ev": [-8.87, -8.87],
  "charge": 0
}



{
  "formula": "C2H4Cl2OS",
  "method": "the ωB97M-V functional and the def2-TZVPD basis",
  "elements": ["C", "C", "O", "S", "Cl", "Cl", "H", "H", "H", "H"],
  "positions_angstrom": [[-0.0881, -0.7762, -0.8303], [0.5091, -0.8465, 0.4981], [-0.3357, 1.7571, -0.7093], [0.1873, 1.9423, 0.6642], [2.2036, -1.0268, 0.6234], [-1.3722, 1.8629, 2.0342], [-0.1594, 0.4127, -1.1981], [-1.2366, -1.0688, -0.8127], [0.2404, -1.3002, -1.7878], [0.0518, -0.9565, 1.5184]],
  "atomic_forces_ev_per_a": [[-2.890, -1.246, -0.177], [-0.240, 0.998, -0.757], [-0.512, 1.007, -1.351], [0.559, -1.350, 0.765], [0.373, -0.180, -0.064], [-0.094, -0.066, -0.112], [0.018, -0.714, 1.190], [2.174, 0.840, 0.374], [0.687, 0.550, 1.757], [-0.075, 0.161, -1.624]],
  "lowdin_charge": [-0.218, -0.657, -0.684, 0.500, 0.618, 0.085, 0.062, 0.122, 0.104, 0.068],
  "gap_ev": [7.242, 7.525],
  "e_homo_ev": [-8.33, -8.43],
  "charge": 0
}



{
  "formula": "C2H4Cl2S",
  "method": "the ωB97M-V functional and the def2-TZVPD basis",
  "elements": ["C", "C", "S", "Cl", "Cl", "H", "H", "H", "H"],
  "positions_angstrom": [[0.7320, 0.5613, 0.3441], [-0.6111, 0.0663, 0.0460], [-0.6075, -1.8764, -0.3984], [-1.4463, 0.9131, -1.2943], [-1.7088, 0.1964, 1.4217], [1.1262, 0.2251, 1.3146], [1.5128, 0.0133, -0.3220], [0.6250, 1.7400, 0.3024], [0.3778, -1.8391, -1.4141]],
  "atomic_forces_ev_per_a": [[2.243, 1.284, -0.528], [-1.615, -2.856, -0.974], [1.038, 1.739, -0.422], [0.593, 0.032, -0.075], [0.018, -0.106, 0.441], [-0.775, 0.332, 0.041], [-1.368, 1.785, 0.398], [1.007, -2.403, -0.033], [-1.142, 0.194, 1.153]],
  "lowdin_charge": [-0.268, -1.561, 0.568, 0.524, 0.552, 0.075, 0.099, 0.121, -0.111],
  "gap_ev": 10.201,
  "smiles": "CC(S)(Cl)Cl",
  "e_homo_ev": -9.65,
  "charge": 0
}



{
  "formula": "C2H4Cl2Si",
  "method": "the ωB97M-V functional and the def2-TZVPD basis",
  "elements": ["C", "C", "Si", "Cl", "Cl", "H", "H", "H", "H"],
  "positions_angstrom": [[0.5255, -1.0958, 0.3897], [-0.3404, -0.2111, 0.0279], [-0.7853, 1.5745, 1.0660], [-2.6526, 2.1715, 0.8225], [-0.7286, 0.8035, 2.9580], [0.4133, -2.0677, -0.0677], [1.0260, -0.8280, 1.3489], [-0.8451, -0.5202, -0.9774], [-0.0145, 2.7802, 0.6371]],
  "atomic_forces_ev_per_a": [[0.750, -0.355, 2.668], [-2.933, 3.238, -2.592], [1.566, -2.868, -1.685], [-1.526, 0.349, -0.422], [0.462, 0.442, 0.321], [1.049, -0.220, 0.100], [0.233, -1.228, -0.795], [0.212, 1.188, 1.851], [0.187, -0.545, 0.553]],
  "lowdin_charge": [-0.149, -0.318, -0.226, 0.298, 0.275, 0.056, 0.042, 0.075, -0.053],
  "gap_ev": 11.160,
  "smiles": "C=C[SiH](Cl)Cl",
  "e_homo_ev": -10.38,
  "charge": 0
}



{
  "formula": "C2H4Cl2Si",
  "method": "the ωB97M-V functional and the def2-TZVPD basis",
  "elements": ["C", "C", "Si", "Cl", "Cl", "H", "H", "H", "H"],
  "positions_angstrom": [[-0.6710, -0.6345, -0.4922], [-0.0170, 0.4171, -0.0596], [2.2214, 0.7254, -0.0986], [2.9404, -1.1011, -0.5765], [2.8067, 2.0660, -1.4713], [-1.7520, -0.6676, -0.4460], [-0.1851, -1.5061, -0.8981], [-0.5213, 1.2827, 0.3442], [2.6640, 1.1068, 1.2243]],
  "atomic_forces_ev_per_a": [[-0.061, -0.312, -0.081], [3.615, 1.331, 0.066], [-4.061, -1.187, 0.212], [0.315, -0.412, -0.102], [0.103, 0.480, -0.357], [-0.108, -0.016, 0.032], [0.185, -0.167, -0.115], [-0.198, 0.082, 0.050], [0.209, 0.201, 0.297]],
  "lowdin_charge": [-0.121, -0.234, -0.206, 0.265, 0.276, 0.049, 0.030, 0.017, -0.076],
  "gap_ev": 10.827,
  "smiles": "C=C[SiH](Cl)Cl",
  "e_homo_ev": -10.08,
  "charge": 0
}